This record from the OMol25 dataset describes a structure of composition C46H44N6O2P2S2Tl. The level of theory is ωB97M-V/def2-TZVPD.

Values from the calculation:
total energy = -3909.79905 Ha
spin multiplicity = 1
total charge = +1
orbital gap = 7.37 eV
HOMO = -10.297 eV

Geometry as XYZ:
```
103
Properties=species:S:1:pos:R:3:forces:R:3:lowdin_charge:R:1
Tl 1.414298 -0.551835 0.601098 0.3 0.3 -0.1 0.63
C 0.000024 -4.845178 1.804307 0.0 -0.1 0.0 -0.01
C 0.355583 -3.401545 1.693781 0.0 0.0 0.0 -0.27
N 1.081087 -2.906186 0.764216 0.0 0.0 -0.1 -0.08
N 1.568401 -3.684747 -0.228844 0.0 -0.1 0.0 0.00
C 2.574339 -3.157180 -0.899239 0.1 0.1 0.0 -0.86
N 3.053915 -3.906660 -1.905296 -0.1 -0.1 0.0 0.09
S 3.384874 -1.635385 -0.646720 0.0 -0.1 0.1 0.66
C -0.108559 -2.444509 2.733759 -0.1 0.0 0.1 -0.21
C -0.912980 -2.840467 3.795590 0.1 0.0 -0.1 0.01
C -1.287623 -1.898011 4.741658 0.0 0.0 0.0 -0.02
C -0.859766 -0.588221 4.605663 0.0 0.0 0.0 -0.02
C -0.067364 -0.266637 3.516379 0.0 0.0 0.0 -0.11
N 0.296624 -1.174798 2.619308 0.0 0.0 0.1 0.03
H 0.476109 -5.406071 1.005826 0.0 0.0 0.0 0.07
H -1.081790 -4.976528 1.736039 0.0 0.0 0.0 0.10
H 0.320566 -5.244080 2.767858 0.0 0.0 0.0 0.10
H 2.672297 -4.827172 -2.046930 0.0 0.0 0.0 0.11
H 3.841265 -3.596396 -2.443500 0.0 0.0 0.0 0.09
H -1.237934 -3.865983 3.881716 0.0 0.0 0.0 0.11
H -1.911025 -2.188024 5.576545 0.0 0.0 0.0 0.12
H -1.134768 0.176946 5.316637 0.0 0.0 0.0 0.12
H 0.279759 0.745352 3.343485 0.0 0.0 0.0 0.12
C -6.020541 1.433331 -3.142503 0.0 0.0 0.0 -0.41
S -4.802046 2.749876 -2.984121 0.0 0.1 0.0 0.81
C -3.467769 2.011594 -3.961488 0.0 -0.1 0.0 -0.49
C -2.556467 1.088138 -3.159212 0.0 0.0 -0.1 -0.24
C -1.718371 1.898388 -2.178250 0.0 0.1 0.0 -0.24
N -0.826670 1.099545 -1.316151 0.0 0.1 0.0 -0.42
P -1.322950 0.458980 0.177257 0.0 -0.2 0.2 1.00
C -2.814607 -0.522911 -0.150646 0.0 0.0 0.0 -0.35
C -4.110814 -0.011369 -0.172145 0.0 0.0 0.0 -0.10
C -5.179945 -0.840106 -0.476623 0.0 0.0 0.0 -0.08
C -4.963471 -2.177293 -0.779614 0.0 0.0 0.0 -0.06
C -3.675158 -2.693612 -0.766342 0.0 0.0 0.0 -0.07
C -2.608439 -1.870249 -0.442408 0.0 0.0 0.0 -0.10
C -1.920424 1.813874 1.214776 -0.1 0.0 0.0 -0.35
C -2.771882 1.508586 2.279674 0.0 0.0 0.0 -0.12
C -3.124269 2.484733 3.196502 0.0 0.0 0.0 -0.08
C -2.629944 3.774534 3.062702 0.0 0.0 0.0 -0.07
C -1.775771 4.082296 2.014424 0.0 0.0 0.0 -0.05
C -1.418201 3.105858 1.098903 0.0 0.0 0.0 -0.08
P 0.704359 0.565435 -1.785123 0.1 0.0 0.0 0.95
C 0.536792 -0.441127 -3.278832 0.0 -0.1 0.0 -0.34
C 0.581543 0.083271 -4.568889 0.0 0.0 0.0 -0.09
C 0.357758 -0.739973 -5.660652 0.0 0.0 0.0 -0.06
C 0.092508 -2.089526 -5.472200 0.0 -0.1 0.0 -0.06
C 0.064949 -2.622967 -4.191302 0.0 0.0 0.0 -0.06
C 0.292248 -1.801131 -3.099118 0.0 0.0 0.0 -0.10
C 1.723109 1.963516 -2.284680 0.0 0.0 0.0 -0.34
C 2.890376 1.694993 -3.001217 0.0 0.0 0.0 -0.10
C 3.772551 2.719314 -3.299584 0.0 0.0 0.0 -0.07
C 3.498713 4.015264 -2.885514 0.0 0.0 0.0 -0.06
C 2.346533 4.284601 -2.161069 0.0 0.0 0.0 -0.05
C 1.465371 3.261111 -1.854872 0.0 0.0 0.0 -0.08
H -6.872578 1.702149 -2.520414 0.0 0.0 0.0 0.03
H -5.624275 0.479594 -2.797041 0.0 0.0 0.0 0.01
H -6.357519 1.342207 -4.174111 0.0 0.0 0.0 0.04
H -2.896445 2.833902 -4.397094 0.0 0.0 0.0 0.08
H -3.923518 1.474717 -4.794671 0.0 0.0 0.0 0.08
H -1.905974 0.541573 -3.844059 0.0 0.0 0.0 0.10
H -3.155849 0.346416 -2.627516 0.0 0.0 0.0 0.09
H -2.374140 2.481649 -1.525875 0.0 0.0 0.0 0.09
H -1.104454 2.617939 -2.729100 0.0 0.0 0.0 0.12
H -4.285967 1.035872 0.038618 0.0 0.0 0.0 0.11
H -6.184555 -0.438249 -0.485317 0.0 0.0 0.0 0.11
H -5.800047 -2.818207 -1.023922 0.0 0.0 0.0 0.11
H -3.504386 -3.736361 -0.999171 0.0 0.0 0.0 0.11
H -1.603085 -2.280024 -0.415551 0.0 0.0 0.0 0.08
H -3.164127 0.504754 2.394813 0.0 0.0 0.0 0.11
H -3.790771 2.240739 4.013626 0.0 0.0 0.0 0.11
H -2.907697 4.537515 3.777157 0.0 0.0 0.0 0.11
H -1.371601 5.080044 1.914849 0.0 0.0 0.0 0.11
H -0.715982 3.341433 0.315124 0.0 0.0 0.0 0.08
H 0.785743 1.135927 -4.719979 0.0 0.0 0.0 0.11
H 0.388889 -0.328061 -6.660537 0.0 0.0 0.0 0.11
H -0.084627 -2.728632 -6.326907 0.0 0.0 0.0 0.11
H -0.124615 -3.677936 -4.043541 0.0 0.0 0.0 0.11
H 0.292028 -2.225642 -2.100183 0.0 0.0 0.0 0.07
H 3.115269 0.683767 -3.319737 0.0 0.0 0.0 0.11
H 4.677599 2.505009 -3.851899 0.0 0.0 0.0 0.11
H 4.189305 4.814182 -3.119867 0.0 0.0 0.0 0.11
H 2.139742 5.288951 -1.818426 0.0 0.0 0.0 0.11
H 0.591797 3.468882 -1.256700 0.0 0.0 0.0 0.09
O 2.120242 3.587405 1.655229 0.0 0.0 0.0 0.08
C 2.103273 2.373356 1.579901 0.1 0.1 0.1 -0.58
O 1.306819 1.672873 0.854466 -0.2 0.0 0.0 -0.20
C 3.083420 1.572146 2.429229 0.0 0.0 0.0 -0.17
C 3.958971 2.261338 3.290419 0.0 0.0 0.0 0.03
C 4.801371 1.534037 4.075511 0.0 0.0 0.0 0.03
C 4.773309 0.121486 4.014410 0.0 0.0 0.0 -0.14
C 5.606549 -0.691544 4.816856 0.0 -0.1 0.0 -0.02
C 5.533902 -2.051749 4.730628 0.0 0.0 0.0 -0.06
C 4.626100 -2.657010 3.835347 0.0 0.0 0.0 -0.05
C 3.810709 -1.897613 3.044369 0.0 -0.1 0.0 -0.02
C 3.868172 -0.488815 3.117811 0.1 0.0 0.1 -0.20
N 3.042727 0.264923 2.336626 -0.1 0.0 -0.1 0.10
H 3.926005 3.340002 3.297382 0.0 0.0 0.0 0.12
H 5.491077 2.020135 4.754206 0.0 0.0 0.0 0.13
H 6.299163 -0.215625 5.498961 0.0 0.0 0.0 0.12
H 6.171976 -2.671485 5.345268 0.0 0.0 0.0 0.11
H 4.582227 -3.736009 3.771022 0.0 0.0 0.0 0.11
H 3.129402 -2.365664 2.344780 0.0 0.0 0.0 0.07
```
Positions in Å, forces in eV/Å.

---

This record from the OMol25 dataset describes a cluster of 2 separate species, C46H44NO2 in total. The level of theory is ωB97M-V/def2-TZVPD.

Values from the calculation:
total energy = -1984.15628 Ha
spin multiplicity = 1
total charge = +1
orbital gap = 4.75 eV
HOMO = -9.713 eV

Geometry as XYZ:
```
93
Properties=species:S:1:pos:R:3:forces:R:3:lowdin_charge:R:1
C -0.402352 6.185132 3.562973 0.1 0.0 -0.3 -0.09
C 0.308493 4.988416 3.465172 -0.5 0.0 0.0 -0.07
C -0.060625 4.040864 2.502777 0.3 0.3 0.1 -0.04
C -0.994960 4.344689 1.496390 -0.2 0.2 0.4 -0.18
C -1.358564 3.335882 0.391450 0.0 -0.3 0.6 -0.24
C -0.436159 2.153681 0.543192 0.0 0.1 0.6 -0.21
C -0.903160 0.865211 0.784991 0.6 -0.1 -0.3 0.00
C -0.082446 -0.190645 0.373583 0.0 0.3 -0.2 -0.06
C 1.122532 0.129299 -0.240643 0.8 -0.6 -0.3 -0.10
C 1.746683 1.364210 -0.069488 -0.7 0.5 0.2 -0.05
C 0.936286 2.404608 0.356116 0.4 -0.8 -0.1 -0.04
C -2.830895 2.898331 0.524500 -0.1 -0.2 0.4 -0.18
C -3.477676 2.926706 1.770065 -0.4 0.0 -0.2 -0.03
C -4.844851 2.628452 1.872198 0.3 -0.1 -0.2 -0.07
C -5.570737 2.254293 0.735598 0.2 0.1 0.0 -0.09
C -4.907054 2.121611 -0.487207 0.4 -0.1 0.2 -0.07
C -3.536165 2.404772 -0.579193 -0.5 0.1 0.1 -0.04
C -1.133645 3.831761 -1.087946 -0.8 1.1 -1.0 -0.27
C -0.297725 5.101909 -1.360353 0.4 -0.4 0.1 -0.12
C 0.110936 4.927675 -2.843989 -0.5 0.4 -0.2 -0.15
C 0.047601 3.423975 -3.167240 -0.1 -0.1 0.2 -0.19
N -0.539951 2.842553 -1.971195 0.4 -0.3 0.2 -0.03
C -1.698679 5.551703 1.600272 0.4 0.1 0.3 -0.04
C -1.419204 6.452314 2.636008 0.0 -0.2 -0.1 -0.07
H -0.154664 6.904779 4.347642 -0.1 -0.2 -0.3 0.10
H 1.133652 4.757414 4.147077 -0.5 0.1 -0.1 0.11
H 0.435021 3.065322 2.574106 -0.3 0.6 -0.2 0.11
H -1.882209 0.674309 1.221719 0.1 0.2 -0.3 0.12
H -0.409750 -1.225637 0.496719 0.0 0.3 -0.3 0.09
H 1.594621 -0.569065 -0.925472 0.0 0.3 1.1 0.04
H 2.803084 1.530594 -0.308964 -0.5 -0.1 -0.1 0.11
H 1.354769 3.398038 0.517902 -0.3 -0.2 -0.4 0.12
H -2.922402 3.195152 2.673765 -0.2 0.1 -0.4 0.12
H -5.333886 2.688804 2.848276 0.1 0.0 -0.4 0.11
H -6.644199 2.065537 0.803002 0.4 0.0 0.0 0.10
H -5.436318 1.788675 -1.381927 0.1 0.1 0.3 0.10
H -3.023946 2.261768 -1.533350 -0.3 0.1 0.3 0.11
H -2.128671 4.109983 -1.493259 0.1 -0.1 0.5 0.14
H -0.901409 6.014240 -1.206260 0.4 -0.4 0.0 0.12
H 0.586702 5.142454 -0.702140 -0.3 0.1 -0.2 0.11
H -0.628604 5.428650 -3.482547 0.2 0.1 0.2 0.11
H 1.079466 5.382858 -3.065118 -0.1 -0.1 0.0 0.11
H -0.579001 3.231240 -4.060640 0.4 0.2 0.2 0.11
H 1.053973 3.013371 -3.348834 -0.3 0.0 0.0 0.10
H -0.977053 1.933816 -2.065932 0.0 0.3 0.1 0.12
H -2.497308 5.759298 0.885846 0.2 0.1 0.2 0.13
H -2.008861 7.365039 2.720401 0.2 -0.2 0.0 0.11
C 1.532752 -3.491460 6.574125 0.0 0.0 -0.2 -0.04
O 2.540109 -3.481755 5.537925 -0.5 0.2 -1.0 -0.06
C 2.166576 -3.453633 4.230459 0.0 -0.2 0.6 -0.23
C 3.199066 -3.253922 3.285749 -0.2 -0.1 -0.1 0.03
C 2.914974 -3.180545 1.935620 -0.1 0.0 0.3 0.01
C 1.596679 -3.386248 1.441358 -0.1 0.0 -0.5 -0.15
C 1.270411 -3.288926 0.003586 -0.1 -0.7 0.6 -0.05
C 2.195974 -2.730815 -0.924239 0.1 0.5 -1.4 -0.02
C 1.925875 -2.086972 -2.149867 1.2 -2.2 0.6 0.01
C 3.032812 -1.460420 -2.869386 0.3 0.3 0.1 -0.22
C 3.075113 -1.549223 -4.279644 0.1 -0.2 0.3 -0.01
C 4.298520 -1.435694 -4.940050 0.1 0.1 0.1 -0.06
C 5.466298 -1.111892 -4.226417 -0.3 0.2 0.0 -0.05
C 5.365172 -0.754015 -2.872402 -0.3 -0.1 0.0 -0.06
C 4.158458 -0.924562 -2.188086 0.0 -0.4 -0.3 -0.03
C 0.058753 -3.953521 -0.489671 -0.5 0.3 0.3 -0.19
C -0.178314 -5.271541 -0.031268 0.2 0.1 0.2 -0.02
C -1.179039 -6.044456 -0.557150 -0.6 0.2 -0.6 0.03
C -2.060778 -5.493317 -1.515784 -0.1 0.0 -0.1 -0.24
O -3.016140 -6.333048 -1.986831 0.5 0.5 0.2 -0.07
C -3.861467 -5.952022 -3.085689 0.2 0.0 0.3 -0.04
C -1.918054 -4.141746 -1.901185 0.1 -0.4 -0.1 0.02
C -0.851541 -3.398231 -1.410349 0.2 -0.1 0.1 -0.02
C 0.584182 -3.635520 2.418443 -0.1 0.0 -0.1 0.00
C 0.842923 -3.647842 3.781304 0.3 -0.1 -0.1 0.02
H 2.097641 -3.349016 7.503143 -0.3 -0.1 -0.3 0.10
H 0.812487 -2.664161 6.437541 0.4 -0.3 0.0 0.10
H 0.998528 -4.457268 6.592706 0.3 0.4 0.0 0.10
H 4.217287 -3.192214 3.660299 -0.2 0.2 -0.1 0.13
H 3.736612 -2.984979 1.250115 -0.2 -0.1 0.2 0.11
H 3.255919 -2.827139 -0.666860 -0.4 0.7 0.2 0.12
H 1.017577 -2.301900 -2.718742 0.0 0.5 0.4 0.12
H 2.151782 -1.783052 -4.817109 0.4 -0.1 0.1 0.12
H 4.341779 -1.599196 -6.016794 0.0 0.0 0.3 0.11
H 6.444494 -1.086666 -4.731043 -0.6 0.1 0.2 0.12
H 6.233063 -0.352323 -2.347552 -0.2 -0.2 -0.1 0.11
H 4.076706 -0.672762 -1.123153 0.1 -0.2 -0.5 0.12
H 0.465473 -5.695796 0.739387 0.0 0.1 -0.4 0.13
H -1.303800 -7.082776 -0.272252 0.0 0.1 0.0 0.13
H -4.555833 -6.791151 -3.167495 0.1 0.3 -0.1 0.10
H -4.404503 -5.022942 -2.868133 0.1 -0.3 0.0 0.09
H -3.278059 -5.843685 -4.009914 -0.1 0.0 0.2 0.10
H -2.614977 -3.698541 -2.612901 0.2 -0.1 0.3 0.11
H -0.736971 -2.350644 -1.689460 -0.2 -0.3 0.0 0.11
H -0.449216 -3.824242 2.110820 0.4 0.2 0.0 0.13
H 0.044008 -3.862265 4.496802 0.3 0.2 -0.4 0.12
```
Positions in Å, forces in eV/Å.